# 1
An isolated molecule of C24H25N3O3. Source: the Open Molecules 2025 dataset; level of theory: ωB97M-V/def2-TZVPD.

Summary:
2S+1 = 1
Highest occupied orbital energy = -0.282 Ha
Energy above the lowest of the compared OMol25 structures with the same formula, charge and spin = 41.9 kcal/mol
E = -1319.55125 Ha
SMILES = [H]/N=c1\n(Cc2ccccc2)c2ccccc2n1C[C@H](O)COc1ccc(OC)cc1

Last column: Löwdin charge in e.
Positions of all 55 atoms, in Å:
O -0.82 3.77 -0.93  -0.042
O -3.29 2.24 1.26  -0.059
O -5.36 -2.61 -0.39  -0.091
N 1.73 2.66 -0.88  0.141
N 0.47 1.17 0.36  0.031
N 2.18 0.28 -0.74  0.028
C 4.58 -0.17 -0.63  -0.212
C 5.45 -1.21 -0.94  -0.051
C -0.46 -0.98 1.29  -0.001
C 4.81 0.59 0.51  -0.029
C 6.75 -0.72 1.01  -0.089
C 1.52 1.47 -0.47  -0.373
C -4.59 -1.13 1.26  -0.001
C -0.44 2.17 0.87  -0.056
C 0.42 -0.19 0.58  -0.133
C -4.07 0.85 -0.60  -0.014
C 0.90 -2.90 0.68  -0.096
C -2.70 3.19 0.40  -0.140
C 3.39 0.13 -1.51  -0.084
C -0.20 -2.35 1.32  -0.091
C 1.78 -2.10 -0.04  -0.008
C 6.53 -1.48 -0.13  -0.083
C 5.89 0.31 1.33  -0.075
C -3.79 1.08 0.73  -0.278
C 1.53 -0.75 -0.09  -0.144
C -5.66 -2.90 -1.73  -0.096
C -1.38 2.69 -0.22  -0.354
C -4.07 0.07 1.66  -0.016
C -4.85 -1.38 -0.09  -0.282
C -4.59 -0.37 -1.01  -0.014
H 3.56 1.06 -2.06  0.128
H -4.80 -1.92 1.97  0.119
H -4.77 -2.85 -2.37  0.095
H 7.20 -2.29 -0.38  0.103
H 2.54 2.78 -1.47  0.052
H -3.89 1.60 -1.35  0.112
H -2.47 4.05 1.04  0.141
H -1.02 1.72 1.68  0.127
H -3.38 3.52 -0.39  0.130
H -6.42 -2.22 -2.13  0.095
H -3.87 0.27 2.70  0.121
H 6.06 0.91 2.21  0.104
H 0.14 3.57 -1.04  0.040
H 3.24 -0.67 -2.24  0.132
H -1.32 -0.57 1.78  0.095
H 0.14 3.00 1.27  0.145
H 7.60 -0.93 1.65  0.102
H -1.60 1.86 -0.91  0.146
H -0.88 -2.99 1.86  0.101
H 4.13 1.40 0.76  0.114
H 2.64 -2.53 -0.54  0.106
H 5.27 -1.80 -1.83  0.111
H 1.07 -3.96 0.73  0.099
H -6.06 -3.91 -1.73  0.092
H -4.79 -0.52 -2.06  0.104

=====

# 2
An isolated molecule of C6H12. Source: the Open Molecules 2025 dataset; level of theory: ωB97M-V/def2-TZVPD.

Summary:
2S+1 = 1
Highest occupied orbital energy = -0.370 Ha
Energy above the lowest of the compared OMol25 structures with the same formula, charge and spin = 25.7 kcal/mol
E = -235.77733 Ha
SMILES = CCCC1CC1

Last column: Löwdin charge in e.
Positions of all 18 atoms, in Å:
C 0.80 0.11 -0.49  -0.190
C -0.42 -0.07 -1.40  -0.298
C -1.67 0.70 -1.12  -0.133
C 0.61 -0.34 0.96  -0.282
C 1.64 0.25 1.91  -0.120
C -1.66 -0.79 -0.95  -0.133
H 1.65 -0.43 -0.92  0.112
H 1.08 1.17 -0.51  0.114
H 1.50 -0.13 2.93  0.069
H -0.17 -0.19 -2.45  0.128
H -1.69 1.32 -0.22  0.101
H -2.21 -1.38 -1.68  0.095
H -0.39 -0.05 1.31  0.098
H -1.70 -1.19 0.06  0.087
H 1.56 1.34 1.94  0.073
H 0.63 -1.43 1.00  0.113
H -2.22 1.12 -1.95  0.095
H 2.66 0.00 1.60  0.072

=====

# 3
A cluster of 10 separate species, C37H53N11O in total. Source: the Open Molecules 2025 dataset; level of theory: ωB97M-V/def2-TZVPD.

Summary:
2S+1 = 1
Highest occupied orbital energy = -0.279 Ha
E = -2119.25875 Ha
SMILES = c1cc[nH]c1.c1cc[nH]c1.c1cc[nH]c1.c1cc[nH]c1.c1cc[nH]c1.c1cc[nH]c1.c1cc[nH]c1.NC(N)=O.CCCC#N.CCCC#N

Last column: Löwdin charge in e.
Positions of all 102 atoms, in Å:
O -16.66 8.79 -24.74  -0.068
N -17.05 9.06 -26.97  0.178
N -14.94 6.63 -25.74  0.025
N -16.41 10.86 -25.66  0.203
N -16.95 12.10 -23.08  0.199
N -16.91 6.67 -22.86  0.036
N -18.24 13.28 -26.96  0.021
N -13.62 14.18 -26.04  0.029
N -19.16 9.90 -23.42  0.016
N -18.59 6.61 -26.27  0.190
N -11.38 11.75 -26.23  0.027
N -12.91 8.60 -21.92  0.019
C -12.34 11.96 -28.21  -0.121
C -14.50 15.68 -24.68  -0.127
C -17.16 12.47 -28.71  -0.112
C -13.17 11.15 -27.38  -0.124
C -16.30 5.48 -22.58  -0.149
C -19.88 10.20 -22.29  -0.148
C -13.69 7.14 -26.02  -0.140
C -19.96 9.25 -24.32  -0.149
C -15.58 14.81 -20.84  -0.089
C -17.24 4.65 -22.02  -0.111
C -11.25 12.33 -27.47  -0.133
C -17.88 14.18 -21.80  -0.171
C -19.43 6.14 -25.65  -0.192
C -21.20 9.11 -23.76  -0.115
C -17.06 14.51 -20.56  -0.249
C -22.43 6.30 -26.31  -0.099
C -14.91 5.27 -25.83  -0.156
C -13.56 15.38 -26.69  -0.137
C -12.79 10.81 -21.77  -0.113
C -18.38 12.51 -28.09  -0.141
C -14.20 14.35 -24.81  -0.151
C -13.64 4.89 -26.13  -0.114
C -20.51 5.54 -24.86  -0.180
C -12.57 11.08 -26.16  -0.144
C -12.26 9.64 -21.29  -0.140
C -16.23 13.20 -27.90  -0.119
C -21.15 9.72 -22.47  -0.111
C -13.81 9.09 -22.82  -0.130
C -16.95 13.72 -26.85  -0.140
C -12.86 6.08 -26.26  -0.115
C -21.70 5.10 -25.72  -0.250
C -14.11 16.34 -25.87  -0.106
C -18.22 6.63 -22.49  -0.141
C -17.36 13.01 -22.52  -0.171
C -18.46 5.39 -21.95  -0.126
C -16.66 9.53 -25.74  -0.636
C -13.80 10.46 -22.72  -0.126
H -18.19 10.15 -23.56  0.083
H -14.15 17.40 -26.04  0.088
H -18.91 13.96 -21.54  0.122
H -17.54 15.37 -20.09  0.110
H -11.53 9.46 -20.52  0.104
H -16.89 11.99 -29.63  0.097
H -13.42 13.31 -26.50  0.077
H -17.88 15.01 -22.51  0.125
H -15.19 13.36 -28.11  0.078
H -16.48 7.49 -23.28  0.082
H -13.52 8.20 -26.00  0.089
H -12.50 11.78 -21.40  0.086
H -19.41 10.71 -21.47  0.100
H -21.39 4.37 -26.47  0.112
H -14.43 11.17 -23.22  0.051
H -17.10 3.67 -21.60  0.085
H -22.38 4.56 -25.05  0.110
H -18.93 13.43 -26.25  0.146
H -14.97 16.13 -23.82  0.076
H -12.76 7.63 -21.70  0.147
H -19.52 8.81 -25.21  0.087
H -16.48 11.44 -26.48  0.046
H -18.85 7.49 -22.58  0.094
H -17.16 13.70 -19.83  0.112
H -15.29 5.29 -22.89  0.100
H -14.13 10.78 -27.70  0.089
H -22.06 8.60 -24.14  0.071
H -20.05 4.74 -24.27  0.114
H -15.01 14.73 -19.91  0.075
H -20.83 6.33 -24.17  0.104
H -14.47 8.45 -23.37  0.082
H -21.75 6.86 -26.97  0.076
H -15.18 14.10 -21.56  0.059
H -21.93 9.77 -21.73  0.088
H -13.22 3.90 -26.24  0.084
H -10.77 11.89 -25.44  0.149
H -17.45 9.74 -27.59  0.083
H -12.55 12.20 -29.24  0.096
H -10.41 12.96 -27.69  0.109
H -13.23 15.42 -27.72  0.110
H -16.29 11.30 -24.76  0.025
H -15.49 15.81 -21.26  0.070
H -15.80 4.69 -25.63  0.104
H -11.80 6.10 -26.42  0.086
H -12.88 10.54 -25.28  0.090
H -15.77 7.19 -25.57  0.077
H -17.36 8.10 -26.96  0.035
H -16.62 14.26 -25.97  0.099
H -19.30 12.00 -28.31  0.110
H -14.36 13.51 -24.16  0.089
H -23.27 6.00 -26.93  0.072
H -22.75 6.97 -25.52  0.058
H -19.40 5.02 -21.57  0.088

=====

# 4
A structure of composition C11H14BF3N6O3SV. Source: the Open Molecules 2025 dataset; level of theory: ωB97M-V/def2-TZVPD.

Summary:
2S+1 = 4
Net charge = +2
Highest occupied orbital energy (alpha / beta) = -0.594 / -0.594 Ha
Energy above the lowest of the compared OMol25 structures with the same formula, charge and spin = 0.0 kcal/mol
E = -2647.73559 Ha
Expectation value of S² = 3.79

Last column: Löwdin charge in e.
Positions of all 40 atoms, in Å:
V -1.24 -0.09 1.85  1.212
S -2.86 -1.50 -0.26  0.548
F -3.68 -1.72 -2.79  0.148
F -3.60 0.33 -1.99  0.107
F -5.23 -1.03 -1.36  0.145
O -3.34 -2.84 0.02  -0.232
O -1.52 -1.36 -0.81  -0.315
O -3.22 -0.49 0.80  -0.361
N 1.66 0.74 1.33  0.024
N -1.10 1.30 0.31  -0.074
N 0.08 1.60 -0.38  0.004
N 1.74 -1.45 -1.55  0.159
N 2.13 -0.12 -1.33  0.028
N 0.66 0.16 2.10  -0.145
C -2.07 2.13 -0.11  -0.064
C -3.92 -0.96 -1.69  -0.580
C 2.37 0.68 3.44  0.018
C 2.66 1.11 2.15  0.022
C -0.15 2.70 -1.13  -0.006
C 3.10 0.16 -2.25  0.050
C 1.11 0.06 3.38  -0.064
C 3.24 -0.93 -3.14  0.095
C -0.72 -2.09 2.02  -0.011
C -1.50 3.03 -1.04  0.016
C 2.32 -1.91 -2.66  -0.045
B 1.51 0.96 -0.21  -0.365
H 3.54 1.61 1.75  0.155
H 0.13 -2.24 2.69  0.093
H 0.53 -0.47 4.12  0.135
H 2.10 -2.87 -3.12  0.143
H -2.01 3.78 -1.61  0.121
H 3.89 -1.03 -3.99  0.137
H -1.21 -3.03 1.72  0.121
H 2.28 1.86 -0.48  0.120
H 0.66 3.09 -1.73  0.143
H 3.02 0.72 4.29  0.126
H -1.54 -1.43 2.56  0.048
H 3.64 1.09 -2.24  0.149
H -0.35 -1.63 1.07  0.058
H -3.08 2.08 0.28  0.138

=====

# 5
A cluster of 2 separate species, CH5NS in total. Source: the Open Molecules 2025 dataset; level of theory: ωB97M-V/def2-TZVPD.

Summary:
2S+1 = 2
Net charge = -1
Highest occupied orbital energy (alpha / beta) = 0.034 / -0.192 Ha
Energy above the lowest of the compared OMol25 structures with the same formula, charge and spin = 27.3 kcal/mol
E = -493.95116 Ha
Expectation value of S² = 0.75

Last column: Löwdin charge in e.
Positions of all 8 atoms, in Å:
S 1.08 1.20 2.15  -0.061
N -0.48 -0.03 -1.71  -0.022
C -0.33 -1.16 -1.18  -0.309
H 0.52 2.43 1.99  -0.328
H 0.08 -1.47 -0.16  0.015
H 0.08 0.38 1.80  -0.341
H -0.76 -2.08 -1.77  0.062
H -0.20 0.74 -1.12  -0.016

=====

# 6
A cluster of 2 separate species, C3H7F2O2P in total. Source: the Open Molecules 2025 dataset; level of theory: ωB97M-V/def2-TZVPD.

Summary:
2S+1 = 1
Highest occupied orbital energy (alpha / beta) = -0.274 / -0.283 Ha
Energy above the lowest of the compared OMol25 structures with the same formula, charge and spin = 145.9 kcal/mol
E = -809.94625 Ha

Last column: Löwdin charge in e.
Positions of all 15 atoms, in Å:
P 1.03 0.53 -0.89  0.756
F -3.13 -2.14 -4.58  0.072
F -2.33 -2.45 -2.53  0.074
O -3.39 -0.52 -3.10  0.064
O 2.00 1.08 0.31  -0.557
C -2.53 -1.53 -3.51  -0.454
C 1.94 0.82 1.60  -0.287
C 0.77 0.12 2.14  -0.099
H -1.60 -1.06 -3.63  0.141
H -4.13 -0.58 -3.69  0.095
H 1.59 1.64 -1.76  -0.121
H 0.83 -0.80 1.72  0.037
H 0.92 0.07 3.17  0.071
H -0.04 0.56 1.55  0.063
H 2.49 1.71 2.09  0.145

=====

# 7
A structure of composition BrH10LiO5. Source: the Open Molecules 2025 dataset; level of theory: ωB97M-V/def2-TZVPD.

Summary:
2S+1 = 1
Highest occupied orbital energy = -0.375 Ha
Energy above the lowest of the compared OMol25 structures with the same formula, charge and spin = 39.0 kcal/mol
E = -2963.74630 Ha

Last column: Löwdin charge in e.
Positions of all 17 atoms, in Å:
Br 1.01 -0.59 -0.38  0.035
O 1.15 1.26 2.31  -0.103
O -1.88 1.10 -2.16  -0.127
O 2.23 2.57 -0.99  -0.075
O -2.07 -0.43 0.97  -0.093
O -1.31 -3.16 -0.19  -0.092
Li 3.34 -1.15 -1.27  0.719
H 1.66 2.16 -0.50  -0.169
H -2.70 0.56 -1.85  0.079
H -0.57 -2.50 -0.14  -0.082
H 1.11 0.75 1.55  -0.191
H 2.44 3.19 -0.14  0.143
H -2.43 -0.91 0.26  -0.021
H -1.12 -0.28 0.70  -0.077
H -1.16 0.61 -1.69  -0.042
H -1.16 -3.82 0.46  0.014
H 1.44 0.64 3.06  0.083

=====

Question: What is the E in the first record?
Answer: -1319.55125 Ha

=====

Question: Which of these has the highest 2S+1?
Answer: C11H14BF3N6O3SV

=====

Question: Which formula does entry 2 have?
Answer: C6H12